# 1
{
  "formula": "C4H18NO5S",
  "method": "ωB97M-V/def2-TZVPD",
  "total_charge": -1,
  "energy_ev": -27003.5433,
  "homo_lumo_gap_ev": 7.46,
  "e_above_lowest_kj_mol": 79.8,
  "e_homo_ha": -0.168,
  "species": ["O", "H", "C", "H", "H", "N", "H", "H", "H", "H", "H", "H", "H", "C", "H", "H", "H", "O", "O", "S", "H", "H", "O", "C", "H", "H", "C", "O", "H"],
  "positions_angstrom": [[0.330962, 2.711042, 0.477020], [-3.089448, -0.776793, 0.321148], [2.333840, -1.023745, 0.029896], [0.527788, -1.023739, 2.270465], [3.421319, -2.653468, 1.555816], [0.154031, -1.444426, -1.119383], [-1.731499, 2.707788, -1.905612], [0.486077, 0.324086, 1.312211], [-0.246361, -0.531459, -2.842972], [-1.780512, 1.827499, 3.355742], [0.804509, -2.528699, 0.393882], [2.870377, -1.226405, -0.900243], [1.519363, -0.331398, -2.354582], [0.164834, -0.709591, 1.286117], [0.980686, 3.022053, -0.150260], [-1.091948, 1.623112, 1.963664], [-3.280992, -0.774723, -1.170198], [-3.643311, -1.158009, -0.360464], [-1.170805, 1.272219, 2.857758], [3.363857, -1.317101, 1.462901], [0.009472, 1.902878, -0.000584], [-0.886310, -0.872404, 1.198556], [0.211796, 0.915317, -1.482908], [0.476224, -0.329581, -2.024262], [-0.847833, -1.346016, -0.922732], [2.332009, 0.060180, -0.061693], [0.893919, -1.457314, 0.166101], [-2.039585, 1.789769, -1.828927], [-1.072456, 1.348929, -1.526459]],
  "atomic_forces_ev_per_a": [[-0.60, -0.39, 0.28], [0.10, 0.20, 0.25], [0.20, 0.67, -0.65], [-0.34, -0.48, -0.06], [-0.23, -0.05, -0.35], [0.77, 0.46, -0.32], [-0.44, -0.34, -0.05], [-0.53, 0.40, -0.47], [0.65, 0.14, -0.40], [0.12, 0.09, -0.40], [0.67, 0.02, 0.49], [-0.32, -1.01, 0.11], [-0.03, -0.59, -0.20], [1.94, -0.10, 0.37], [0.23, 0.09, -0.22], [-0.01, 0.37, 0.12], [-0.13, 0.17, 0.03], [0.05, -0.18, -0.31], [-0.22, -0.23, 0.48], [0.47, 0.21, 0.57], [0.55, 0.35, -0.08], [-0.70, 0.19, 0.11], [0.72, -0.14, 0.41], [-1.79, 0.84, 0.58], [0.53, -0.15, 0.02], [-0.16, 0.43, 0.46], [-1.35, -1.19, -0.26], [0.61, 0.24, 0.60], [-0.75, -0.01, -1.11]],
  "nbo_charge": [-1.0074, 0.4709, -0.5534, 0.2109, 0.1026, -0.6552, 0.4414, 0.2223, 0.1293, 0.4629, 0.1747, 0.2252, 0.1260, -0.6208, 0.4694, 0.4965, 0.4848, -0.9529, -0.9568, -0.0483, 0.5119, 0.1959, -0.9613, 0.1035, 0.3466, 0.2490, -0.0680, -1.0833, 0.4838]
}

# 2
{
  "formula": "C4H18O10Sr",
  "method": "ωB97M-V/def2-TZVPD",
  "energy_ev": -25746.9705,
  "homo_lumo_gap_ev": 3.70,
  "e_above_lowest_kj_mol": 802.5,
  "e_homo_ha": -0.232,
  "species": ["O", "O", "H", "H", "H", "H", "Sr", "O", "H", "H", "H", "C", "H", "O", "H", "C", "O", "O", "O", "H", "C", "H", "H", "O", "H", "O", "H", "H", "H", "H", "O", "H", "C"],
  "positions_angstrom": [[3.771848, -0.174354, -0.387328], [-1.018324, -0.782564, 4.199798], [-0.893849, -0.279542, 5.004598], [1.672106, -4.187733, 1.314182], [0.526079, -4.033657, 2.291317], [4.050228, -0.771145, -1.082010], [-0.040981, 0.158400, 0.629081], [-0.221491, 3.079355, -2.268743], [1.846709, 5.297264, -2.026381], [-1.773736, -4.879486, -2.472662], [4.588461, 0.137273, 0.002877], [-0.706913, -4.933691, -2.689544], [-1.306794, -1.645136, 4.498112], [-0.469941, -2.628277, -2.593737], [-2.480319, 3.753191, 1.651891], [-0.192679, -3.658949, -3.236621], [2.195940, 1.821504, 3.315546], [-3.508856, -0.851684, 0.520703], [-2.243261, 2.936043, 2.090420], [1.701799, 2.225975, 4.028606], [0.195064, 4.128749, -2.825805], [-0.072532, -5.111284, -1.821140], [-3.877718, -1.237890, -0.273654], [0.036505, 4.294844, -4.077088], [0.291427, 6.169064, -2.351165], [0.322254, -3.605973, -4.421980], [-4.241301, -0.823485, 1.136299], [-0.607037, -5.795361, -3.349586], [-2.926374, 2.810194, 2.749007], [3.073109, 1.690441, 3.675614], [1.079293, -3.536304, 1.688950], [0.472945, 5.179246, -0.935151], [0.758339, 5.254972, -1.984405]],
  "atomic_forces_ev_per_a": [[-0.47, 0.04, 0.35], [0.11, 0.18, -0.53], [0.06, 0.19, 0.20], [0.17, -0.12, -0.29], [-0.16, -0.16, 0.10], [-0.06, -0.19, -0.35], [-0.21, 0.11, -1.07], [0.17, -1.13, 1.80], [-0.02, 0.16, -0.25], [0.14, 0.30, 0.50], [0.18, 0.16, 0.09], [0.21, -1.54, 0.13], [-0.10, -0.29, 0.02], [0.03, 1.28, 2.06], [0.05, 0.26, -0.34], [0.37, 1.48, -4.83], [-0.39, -0.28, -0.37], [0.60, 0.20, 0.24], [0.38, -0.49, 0.05], [-0.14, 0.22, 0.16], [-1.25, -0.40, -2.83], [-0.48, -0.34, 0.50], [0.05, -0.16, -0.44], [0.88, 0.56, 1.96], [0.46, 0.17, -0.15], [-0.55, -0.94, 2.64], [-0.14, 0.07, 0.20], [0.33, 0.17, -0.21], [-0.19, -0.06, 0.17], [0.31, -0.07, -0.01], [-0.11, 0.57, 0.15], [0.00, -0.32, 0.08], [-0.24, 0.35, 0.26]],
  "nbo_charge": [-0.9668, -0.9676, 0.4836, 0.4903, 0.4740, 0.4914, 1.9053, -0.8446, 0.2109, 0.2049, 0.4775, -0.7151, 0.4859, -0.8406, 0.4955, 0.7297, -0.9631, -0.9791, -0.9704, 0.4788, 0.7388, 0.1914, 0.4998, -0.7304, 0.2213, -0.7515, 0.4816, 0.2096, 0.4765, 0.4868, -0.9630, 0.1806, -0.7220]
}

# 3
{
  "formula": "C4H18O7S2",
  "method": "ωB97M-V/def2-TZVPD",
  "total_charge": 1,
  "energy_ev": -40434.1601,
  "homo_lumo_gap_ev": [9.54, 5.33],
  "s2": 0.76,
  "multiplicity": 2,
  "e_homo_ha": [-0.506, -0.506],
  "species": ["S", "H", "H", "H", "H", "H", "H", "H", "O", "H", "H", "S", "O", "H", "C", "H", "O", "O", "H", "H", "O", "O", "C", "C", "C", "H", "H", "H", "O", "H", "H"],
  "positions_angstrom": [[2.959475, -1.987408, 0.937648], [0.393255, 3.600956, 2.685892], [0.600992, 3.672532, 1.236328], [-3.428407, -1.760157, 1.348888], [2.367799, 0.814637, -1.886435], [1.163239, -1.427137, 2.513030], [-3.190826, 1.641524, 1.294899], [0.712254, -2.825535, 1.621688], [-1.617329, -0.301339, -3.505521], [0.616137, -2.718326, -1.421470], [-2.626115, 2.700143, 0.329246], [2.785678, -1.217518, -0.929928], [-0.235845, -3.082868, -1.651166], [-3.351477, -0.888708, 2.578481], [1.285524, -1.884340, 1.519804], [-0.752550, 1.112857, -2.243603], [0.057337, 1.347345, -1.784650], [-2.561252, 2.362124, 1.239823], [-1.843315, -0.582332, -2.623109], [-0.091338, -4.013825, -1.790908], [0.499492, 3.017249, 1.938292], [-3.027598, -1.716356, 2.211579], [2.582234, 0.643072, -0.825597], [0.161818, 0.631481, -0.656731], [1.456284, 1.032016, 0.091109], [0.575900, -1.313468, 0.913571], [1.276670, 2.086237, 0.333165], [1.479789, 0.805383, 1.162995], [-0.775069, -0.022133, -0.264304], [-0.946431, -0.925024, -3.820261], [3.473674, 1.198917, -0.552755]],
  "atomic_forces_ev_per_a": [[-1.04, -0.12, -0.76], [-0.21, -0.01, 0.75], [-0.13, -0.06, -0.12], [-0.20, -0.13, -0.51], [-0.11, 0.23, 0.24], [0.70, -0.12, -0.04], [-0.14, -0.07, -0.12], [1.08, -0.39, -0.24], [0.44, 0.43, -0.37], [0.28, 0.04, 0.02], [-0.11, -0.25, 0.56], [1.45, 0.34, 0.40], [-0.39, 0.54, 0.04], [0.01, -0.03, 0.15], [-1.94, 0.69, 1.16], [-0.58, -0.37, -0.62], [1.37, 0.16, 0.29], [0.19, 0.36, -0.49], [-0.23, -0.61, 0.49], [0.06, -0.57, -0.14], [0.28, 0.42, -0.40], [0.27, 0.13, 0.39], [-0.40, 0.20, 0.60], [-1.46, 1.37, 0.98], [-1.95, 0.12, -0.42], [0.53, 0.16, -0.47], [0.75, 0.13, -1.24], [0.22, -1.21, -0.43], [0.85, -0.67, 0.18], [-0.30, 0.08, 0.16], [0.69, -0.79, -0.04]],
  "mulliken_spin": [0.6014, 0.0000, 0.0000, 0.0000, 0.0009, 0.0136, 0.0000, 0.0518, 0.0003, 0.0060, 0.0000, 0.2704, 0.0036, 0.0000, -0.0162, -0.0012, 0.0012, 0.0000, 0.0001, 0.0006, 0.0001, 0.0001, 0.0385, -0.0125, 0.0155, 0.0093, -0.0013, -0.0033, 0.0040, 0.0001, 0.0168]
}